{"formula": "C17H30CoSbSe2", "method": "ωB97M-V/def2-TZVPD", "symbols": ["Co", "C", "Se", "C", "C", "Se", "C", "H", "H", "H", "H", "H", "H", "H", "H", "H", "H", "C", "C", "Sb", "C", "C", "C", "C", "H", "H", "H", "H", "H", "H", "H", "H", "H", "H", "H", "H", "H", "H", "H", "C", "C", "C", "C", "C", "C", "C", "H", "H", "H", "H", "H"], "xyz": [[0.791107, 0.621037, -0.296015], [4.160141, 0.354149, -0.349017], [2.724171, -0.814386, 0.314676], [3.169075, 0.899212, 3.580311], [3.403941, 2.159585, 3.245096], [1.067753, 2.891786, 0.463736], [-0.069739, 2.812803, 2.068518], [4.970058, 0.386877, 0.379803], [3.769456, 1.361376, -0.488253], [4.543162, -0.021849, -1.295273], [3.872082, 0.103573, 3.360993], [2.231592, 0.600914, 4.041954], [4.320464, 2.454129, 2.745286], [2.668737, 2.940306, 3.404605], [-0.029801, 3.778163, 2.572120], [0.289236, 2.042169, 2.752660], [-1.103792, 2.607138, 1.796850], [0.151521, -3.427851, 1.230523], [-1.002454, -2.724993, 0.508043], [-1.072540, -0.628612, 0.956204], [-1.681704, -0.765600, 3.012812], [-2.599856, -1.944288, 3.345351], [-2.995600, -0.146571, 0.102113], [-3.908242, -1.323746, -0.249777], [0.170848, -4.494756, 0.993831], [0.065990, -3.336363, 2.317899], [1.116737, -3.008351, 0.942465], [-1.968316, -3.169242, 0.754855], [-0.873401, -2.780387, -0.574219], [-2.168892, 0.188007, 3.227548], [-0.767269, -0.791809, 3.607050], [-3.541894, -1.887807, 2.796030], [-2.845635, -1.963113, 4.411140], [-2.137052, -2.902611, 3.101433], [-2.757578, 0.435069, -0.789412], [-3.483473, 0.537170, 0.803023], [-3.432422, -1.999766, -0.963035], [-4.838935, -0.973058, -0.706251], [-4.177808, -1.916431, 0.626618], [0.629621, 0.732833, -2.079255], [0.489059, 0.945926, -3.433079], [1.214730, 1.971218, -4.118628], [1.042618, 2.170407, -5.470545], [0.173326, 1.367315, -6.218420], [-0.539365, 0.351425, -5.569821], [-0.401408, 0.140503, -4.216191], [1.889873, 2.593911, -3.545026], [1.597051, 2.961866, -5.963165], [0.052775, 1.530402, -7.281510], [-1.216020, -0.276494, -6.138354], [-0.961930, -0.641189, -3.718298]], "forces_ev_per_a": [[0.762, 0.176, 0.180], [-0.074, 0.024, 0.092], [-0.133, 0.000, -0.063], [0.024, 0.094, 0.000], [-0.032, -0.092, 0.060], [-0.194, 0.142, -0.090], [0.177, -0.029, 0.054], [0.000, -0.018, -0.007], [-0.008, -0.022, 0.025], [-0.012, -0.014, -0.019], [-0.053, 0.065, 0.003], [0.072, 0.032, -0.042], [-0.055, -0.033, 0.015], [0.044, -0.043, 0.001], [-0.014, 0.003, 0.024], [-0.005, -0.007, 0.003], [-0.046, -0.006, -0.005], [-0.097, 0.045, -0.027], [0.068, -0.033, 0.108], [-0.229, -0.282, -0.133], [-0.019, -0.089, 0.051], [0.060, 0.115, 0.018], [-0.086, -0.103, 0.013], [0.017, 0.114, -0.007], [-0.010, 0.000, -0.002], [-0.015, 0.011, -0.047], [-0.018, 0.019, -0.013], [0.016, -0.040, -0.012], [0.017, -0.047, -0.001], [0.006, -0.004, 0.046], [-0.013, -0.029, 0.039], [0.029, 0.022, -0.001], [0.003, 0.008, -0.018], [0.009, 0.050, 0.004], [-0.024, 0.003, -0.009], [-0.010, -0.034, -0.020], [0.009, 0.028, 0.018], [0.024, -0.014, 0.012], [0.023, 0.021, -0.008], [-0.397, 0.040, -0.430], [0.141, -0.104, 0.117], [-0.048, -0.006, -0.073], [-0.014, -0.038, 0.061], [0.000, -0.020, 0.083], [0.063, 0.059, 0.063], [0.060, 0.068, -0.043], [-0.009, -0.014, -0.022], [-0.008, -0.014, 0.008], [0.000, -0.003, 0.002], [-0.003, -0.002, -0.002], [0.003, 0.002, -0.009]], "nbo_charge": [0.7763, -0.7740, -0.5093, -0.3849, -0.3847, -0.4204, -0.7957, 0.1917, 0.2143, 0.1971, 0.1987, 0.1785, 0.1878, 0.1904, 0.2010, 0.1957, 0.1889, -0.6303, -0.7471, 1.0855, -0.7474, -0.6188, -0.7528, -0.6144, 0.1986, 0.1915, 0.2468, 0.2057, 0.2281, 0.2203, 0.2248, 0.1988, 0.2021, 0.2057, 0.2334, 0.2119, 0.2060, 0.2010, 0.1945, -0.2450, -0.1909, -0.2267, -0.2195, -0.2747, -0.2119, -0.2356, 0.2151, 0.1994, 0.1953, 0.1963, 0.2029], "charge": -1, "e_lumo_ev": [2.76, 2.60], "multiplicity": 4, "gap_ev": [5.85, 6.34], "relative_energy_kcal_mol": 2.9, "e_tot_ev": -192969.75975, "e_homo_ev": [-3.09, -3.73]}